Entry from the Open Molecules 2025 dataset: a cluster of 2 separate species, C4H10NOS in total (wB97M-V/def2-TZVPD).

```
! wB97M-V def2-TZVPD RIJCOSX def2/J DEFGRID3
* xyz -1 1
S -0.271 1.944 -0.199
O -0.195 -3.289 -0.165
N -0.861 -1.056 -0.087
C 0.035 -2.093 0.050
C 1.187 2.180 0.884
C -2.170 -1.430 -0.536
C 2.368 1.414 0.230
H 2.090 0.311 0.166
H -2.505 -2.252 0.146
H -0.460 -0.038 -0.229
H 1.043 1.771 1.894
H -2.885 -0.569 -0.419
H 1.043 -1.799 0.375
H -2.166 -1.804 -1.556
H 2.516 1.757 -0.797
H 1.417 3.236 0.978
H 3.313 1.570 0.778
*
```

HOMO ... -3.098 eV
LUMO ... 3.89 eV
Molar mass ... 120.2 g/mol
ΔE to the lowest compared entry with this formula, charge and spin ... 82.6 kJ/mol

---

Entry from the Open Molecules 2025 dataset: the ion C4H10NOS with charge +1 (wB97M-V/def2-TZVPD).

```
! wB97M-V def2-TZVPD RIJCOSX def2/J DEFGRID3
* xyz 1 1
S 1.586 0.639 -0.702
O 0.198 1.562 -0.415
N -2.474 1.098 -0.036
C -0.898 -0.480 -0.927
C 2.350 0.330 0.923
C -1.149 0.600 0.109
C 0.570 -0.899 -0.762
H -0.890 0.199 1.124
H -1.166 -0.070 -1.935
H 3.327 -0.089 0.710
H 0.871 -1.502 0.115
H 2.579 1.231 1.342
H -2.853 1.706 0.677
H 1.678 -0.084 1.725
H 0.969 -1.400 -1.655
H -2.836 1.205 -0.987
H -1.542 -1.275 -0.874
*
```

HOMO ... -14.470 eV
LUMO ... -4.09 eV
Molar mass ... 120.2 g/mol
ΔE to the lowest compared entry with this formula, charge and spin ... 263.9 kJ/mol

---

Entry from the Open Molecules 2025 dataset: the ion C4H10NOS with charge +1 (wB97M-V/def2-TZVPD).

```
! wB97M-V def2-TZVPD RIJCOSX def2/J DEFGRID3
* xyz 1 1
S 0.387 -0.770 -2.885
O 0.582 -0.014 2.959
N 1.265 0.514 0.540
C -0.338 -0.205 2.226
C -0.208 0.319 0.796
C -0.768 0.126 -1.741
C -0.789 -0.506 -0.358
H -0.536 1.187 -1.668
H -0.749 1.271 0.876
H 1.478 1.250 -0.119
H -1.794 -0.808 -0.006
H 1.547 -0.535 -2.264
H -1.726 0.015 -2.230
H 1.627 -0.399 0.259
H 1.735 0.765 1.429
H -0.411 -1.532 -0.266
H -1.301 -0.678 2.452
*
```

HOMO ... -13.086 eV
SMILES ... [NH3+][C@H](C=O)CCS
LUMO ... -3.95 eV
Molar mass ... 120.2 g/mol
ΔE to the lowest compared entry with this formula, charge and spin ... 166.0 kJ/mol

---

Entry from the Open Molecules 2025 dataset: a cluster of 2 separate species, C4H10NOS in total (wB97M-V/def2-TZVPD).

```
! wB97M-V def2-TZVPD RIJCOSX def2/J DEFGRID3
* xyz 1 1
S 1.691 1.080 -0.984
O 1.630 -1.309 0.082
N -1.215 -0.422 -0.703
C -1.834 0.564 0.241
C 2.484 1.193 0.674
C 1.246 -0.581 -0.957
C -1.872 -0.870 0.492
H -1.667 -0.497 -1.622
H 0.961 -1.033 -1.929
H -2.707 1.208 -0.157
H 2.266 2.242 0.935
H -1.252 -1.296 1.169
H -1.119 1.204 0.691
H 1.836 0.616 1.414
H 1.750 -2.326 -0.005
H -2.752 -1.380 0.434
H 3.547 0.872 0.719
*
```

HOMO ... -13.743 eV
LUMO ... -4.56 eV
Molar mass ... 120.2 g/mol
ΔE to the lowest compared entry with this formula, charge and spin ... 349.1 kJ/mol

---

Entry from the Open Molecules 2025 dataset: a cluster of 2 separate species, C4H10NOS in total (wB97M-V/def2-TZVPD).

```
! wB97M-V def2-TZVPD RIJCOSX def2/J DEFGRID3
* xyz 1 1
S 2.808 1.191 -0.393
O 2.011 -1.096 0.248
N -0.795 1.623 1.005
C -0.850 0.771 -1.216
C 1.235 -2.097 0.738
C 1.621 0.087 -0.013
C -0.679 0.609 0.253
H -0.677 -0.374 0.674
H 2.011 2.258 -0.547
H -0.749 1.874 -1.621
H 0.039 0.209 -1.653
H 0.247 -2.045 0.293
H -0.861 2.536 0.617
H -1.804 0.214 -1.564
H 1.587 -3.175 0.728
H -1.095 1.458 1.983
H 1.048 -1.989 1.836
*
```

HOMO ... -12.768 eV
LUMO ... -3.57 eV
Molar mass ... 120.2 g/mol
ΔE to the lowest compared entry with this formula, charge and spin ... 407.1 kJ/mol

---

Entry from the Open Molecules 2025 dataset: the ion C4H10NOS with charge +1 (wB97M-V/def2-TZVPD).

```
! wB97M-V def2-TZVPD RIJCOSX def2/J DEFGRID3
* xyz 1 1
S 2.098 0.724 1.458
O -2.363 1.353 0.110
N -1.707 -1.142 -0.144
C 1.794 0.597 -0.335
C -0.586 -0.230 0.368
C -1.248 1.139 0.488
C 0.510 -0.212 -0.704
H -2.305 -0.540 -0.730
H 0.073 0.117 -1.644
H -1.375 -1.893 -0.750
H 1.661 1.618 -0.685
H 2.606 0.079 -0.831
H -0.549 1.933 0.802
H -2.307 -1.503 0.589
H 3.127 -0.130 1.516
H -0.250 -0.659 1.302
H 0.821 -1.253 -0.810
*
```

HOMO ... -13.053 eV
SMILES ... [NH3+][C@H](C=O)CCS
LUMO ... -3.61 eV
Molar mass ... 120.2 g/mol
ΔE to the lowest compared entry with this formula, charge and spin ... 132.5 kJ/mol

---

no.,HOMO-LUMO gap (eV)
1,6.98
2,10.38
3,9.14
4,9.18
5,9.19
6,9.44